No. 1
68
Properties=species:S:1:pos:R:3:forces:R:3 method="wB97M-V/def2-TZVPD" e_above_lowest_kcal_mol=0.0 charge=-2 largest_force_ev_per_a=0.43 lumo_ev=0.15 e_homo_ha=-0.1220
Rb -1.0506 0.1708 -0.4480 0.206 -0.138 0.083
N 0.3560 -1.3015 1.9229 0.052 -0.050 -0.100
C -0.1082 -2.6830 2.0934 0.035 0.030 0.032
C -1.5252 -2.7357 2.6339 -0.040 0.023 -0.003
C -2.6465 -2.3423 1.6442 0.003 -0.024 -0.133
O -3.7948 -2.2726 2.1240 -0.007 0.008 0.053
O -2.3006 -2.1172 0.4553 0.012 -0.131 -0.061
H 1.3423 -1.2812 1.6744 -0.012 0.033 0.039
H 0.2723 -0.7912 2.7951 -0.038 0.022 -0.013
H 0.5547 -3.2629 2.7522 0.006 -0.014 -0.001
H -0.1022 -3.1625 1.1114 -0.007 0.002 -0.011
H -1.6228 -2.0821 3.5074 0.008 -0.033 0.041
H -1.7577 -3.7461 2.9829 0.028 0.008 0.026
F -7.8780 0.6307 2.8275 0.003 -0.001 -0.010
C -6.8509 0.6097 1.9506 -0.016 0.012 0.029
C -5.5860 0.7304 2.3760 -0.007 -0.011 0.064
N -4.5122 0.7146 1.5438 -0.016 -0.017 0.038
C -3.1573 0.9122 2.0538 -0.045 0.050 0.047
C -2.4965 2.2197 1.5216 -0.124 0.086 0.137
O -3.2748 3.1555 1.2850 0.023 0.023 -0.030
O -1.2470 2.1658 1.4501 -0.044 0.073 -0.020
C -4.6833 0.5522 0.1953 -0.047 0.019 -0.097
O -3.7825 0.5186 -0.6198 -0.049 0.123 0.058
N -6.0040 0.4416 -0.2136 -0.005 -0.050 -0.008
C -7.1591 0.4483 0.5510 0.025 -0.027 -0.039
O -8.2634 0.3311 0.0472 -0.009 0.008 0.021
H -5.3703 0.8434 3.4282 0.011 0.000 -0.002
H -2.5707 0.0170 1.8676 0.008 0.093 -0.102
H -3.2358 1.0210 3.1353 -0.020 -0.039 0.006
H -6.1235 0.3028 -1.2056 -0.002 0.009 0.021
F 2.6301 -4.4358 -4.6816 0.046 -0.044 0.051
C 2.6978 -4.1402 -3.3881 0.049 -0.091 -0.038
C 3.2070 -5.0351 -2.5385 0.009 -0.048 0.006
F 3.6373 -6.1992 -3.0091 -0.039 -0.033 0.003
C 3.2310 -4.8184 -1.1024 0.015 -0.005 -0.061
C 2.5847 -3.6000 -0.6537 -0.070 0.056 0.048
C 2.0596 -2.7089 -1.5061 -0.078 0.058 0.038
F 1.5291 -1.5856 -1.0436 0.137 -0.235 -0.066
C 2.1295 -2.8840 -2.9438 -0.009 0.245 0.092
C 1.7044 -1.9373 -3.8240 -0.090 -0.091 -0.103
C 0.9828 -0.7576 -3.4449 0.184 0.036 0.097
N 0.3910 0.1950 -3.1994 -0.033 0.013 -0.110
C 1.9111 -2.0357 -5.2424 -0.044 0.004 0.008
N 2.0637 -2.0430 -6.3809 0.003 0.036 -0.008
F 2.5674 -3.3679 0.6372 -0.006 -0.010 0.042
C 3.7992 -5.7055 -0.2455 -0.002 -0.118 0.008
C 3.7664 -5.6043 1.1864 0.147 0.151 -0.007
N 3.8251 -5.6287 2.3331 -0.065 -0.048 0.004
C 4.5070 -6.8836 -0.6729 -0.112 0.015 0.006
N 5.0780 -7.8496 -0.9190 0.052 0.027 -0.009
S 7.8114 -0.2064 -3.1601 -0.068 -0.015 0.017
C 6.6187 -0.5275 -2.0290 0.139 -0.007 -0.079
S 6.1631 0.4904 -0.7091 -0.054 -0.045 -0.016
C 4.9877 -0.7089 -0.1249 0.076 0.331 0.256
N 4.9523 -1.7570 -0.9049 -0.128 -0.275 0.100
N 5.8627 -1.6331 -1.9408 0.124 -0.050 -0.260
C 6.0019 -2.7742 -2.7825 0.012 0.088 -0.067
C 6.4697 -3.9597 -2.2375 -0.049 -0.006 0.085
C 6.5793 -5.0866 -3.0387 -0.006 -0.005 -0.001
C 6.2180 -5.0242 -4.3783 0.009 0.068 -0.046
C 5.7554 -3.8304 -4.9187 0.026 -0.065 0.035
C 5.6503 -2.7008 -4.1209 -0.042 0.093 0.016
S 4.1187 -0.3987 1.2864 -0.076 -0.081 -0.094
H 6.7359 -3.9813 -1.1879 0.008 -0.019 -0.006
H 6.9381 -6.0159 -2.6145 -0.010 -0.002 -0.002
H 6.2947 -5.9065 -5.0010 -0.009 -0.004 0.008
H 5.4653 -3.7782 -5.9601 0.009 0.002 -0.006
H 5.3068 -1.7570 -4.5253 0.015 -0.011 -0.006



No. 2
59
Properties=species:S:1:pos:R:3:forces:R:3 method="wB97M-V/def2-TZVPD" e_above_lowest_kcal_mol=3.5 charge=-2 largest_force_ev_per_a=0.75 lumo_ev=3.95 e_homo_ha=-0.0541
Pd 0.7271 0.2629 0.5133 -0.597 -0.231 -0.113
Cl 4.8635 5.7644 3.0310 -0.051 -0.049 -0.055
C 3.9444 4.7780 1.8955 -0.031 -0.025 0.031
C 4.0830 4.9983 0.5529 -0.025 -0.038 -0.086
C 3.3780 4.2344 -0.3778 -0.028 -0.027 0.193
I 3.6355 4.6154 -2.4062 0.013 0.013 -0.151
C 2.4937 3.1735 -0.0298 0.119 0.055 0.087
O 1.8928 2.4383 -0.8297 0.020 -0.007 -0.147
C 2.3381 3.0062 1.4336 -0.123 -0.007 -0.148
N 1.4424 2.0703 1.8190 0.155 -0.240 0.119
C 1.2547 1.8468 3.0999 -0.044 -0.040 0.153
C 1.9536 2.5371 4.1052 -0.115 -0.046 -0.092
C 2.8482 3.5013 3.7415 0.032 0.038 -0.069
C 3.0604 3.7769 2.3717 0.088 0.138 0.191
H 4.7560 5.7739 0.2104 -0.005 0.000 -0.011
H 0.5290 1.0804 3.3469 0.060 -0.006 0.029
H 1.7735 2.2979 5.1451 0.007 -0.012 0.001
H 3.4006 4.0613 4.4845 0.008 -0.003 -0.002
Cl -1.3998 2.3775 -0.7407 -0.182 0.000 -0.092
C -2.7682 1.3974 -0.3171 0.078 -0.035 0.018
C -3.9825 2.0348 -0.1128 -0.002 -0.012 0.009
C -5.1075 1.2983 0.2296 0.003 0.015 -0.027
C -5.0085 -0.0777 0.3606 0.090 -0.014 -0.014
C -3.7855 -0.7042 0.1507 -0.124 -0.054 0.050
C -2.6363 0.0073 -0.1867 0.146 -0.036 0.009
P -0.9575 -0.7813 -0.3722 0.475 0.567 -0.130
C -1.4037 -2.5563 -0.1614 0.044 0.017 0.104
C -1.3742 -3.0460 1.1455 0.091 0.013 0.022
C -1.6621 -4.3740 1.4156 -0.009 -0.019 -0.026
C -1.9607 -5.2452 0.3757 -0.001 0.025 0.014
C -1.9578 -4.7793 -0.9303 0.010 0.031 -0.010
C -1.6802 -3.4435 -1.1978 -0.090 0.002 0.001
C -0.8494 -0.6739 -2.2228 -0.152 -0.033 0.028
C 0.4166 -0.6483 -2.8015 0.103 0.017 0.040
C 0.5648 -0.5444 -4.1783 -0.008 0.009 0.014
C -0.5511 -0.4540 -4.9987 -0.015 -0.004 0.026
C -1.8201 -0.4753 -4.4344 0.054 -0.012 0.029
C -1.9633 -0.5869 -3.0579 0.020 -0.028 -0.037
H -4.0294 3.1100 -0.2234 -0.014 0.010 0.000
H -6.0539 1.8015 0.3864 -0.004 0.010 0.013
H -5.8777 -0.6687 0.6229 -0.010 -0.006 0.002
H -3.7221 -1.7809 0.2530 0.006 0.013 0.000
H -1.0692 -2.3808 1.9463 0.004 0.005 0.001
H -1.6129 -4.7380 2.4338 0.014 0.006 0.009
H -2.1641 -6.2893 0.5815 0.004 -0.012 0.001
H -2.1592 -5.4594 -1.7497 -0.003 -0.005 -0.012
H -1.6698 -3.0942 -2.2222 -0.013 -0.009 -0.009
H 1.2919 -0.6824 -2.1587 -0.068 0.014 -0.005
H 1.5600 -0.5075 -4.6030 0.008 -0.009 -0.015
H -0.4340 -0.3527 -6.0713 0.008 -0.005 -0.010
H -2.6996 -0.3987 -5.0632 -0.006 0.005 -0.012
H -2.9582 -0.6006 -2.6296 -0.025 0.008 0.016
Cl 3.2808 -0.5238 0.3252 0.220 -0.141 0.107
C 3.6025 -2.2211 0.7858 0.179 0.237 -0.250
Cl 3.5314 -3.1934 -0.7135 -0.009 0.014 0.161
Cl 5.2902 -2.3036 1.4338 -0.161 -0.005 -0.118
C 2.6420 -2.7706 1.9493 -0.041 -0.123 0.172
O 2.4876 -3.9942 1.9115 -0.057 -0.016 -0.025
O 2.2764 -1.8939 2.7331 -0.046 0.046 0.016



No. 3
60
Properties=species:S:1:pos:R:3:forces:R:3 method="wB97M-V/def2-TZVPD" largest_force_ev_per_a=0.66 lumo_ev=-0.68 e_homo_ha=-0.2691
Pt -0.0553 -0.0059 -0.3536 -0.077 -0.073 -0.652
Cl -5.8221 -3.6021 0.0889 0.096 0.013 -0.015
C -4.1445 -3.1836 -0.0623 -0.164 0.100 0.003
C -3.8078 -1.8387 -0.1756 -0.183 0.017 -0.013
C -2.4816 -1.4695 -0.2832 0.116 0.414 -0.010
N -2.0203 -0.1311 -0.3703 0.180 -0.412 0.143
C -2.7326 0.9855 -0.2416 -0.137 0.343 0.035
O -3.9427 1.1285 -0.1126 0.042 -0.006 -0.016
C -1.8229 2.2150 -0.2489 -0.191 -0.205 -0.021
C -2.3784 3.4712 -0.1439 -0.042 0.187 0.011
C -1.5463 4.5804 -0.1119 -0.110 -0.071 -0.004
C -0.1804 4.3859 -0.2049 0.082 -0.041 -0.050
C 0.3029 3.0945 -0.3264 0.092 0.043 -0.038
N -0.4920 2.0264 -0.3402 0.016 -0.042 0.097
C -1.4747 -2.4572 -0.2833 0.396 0.117 0.000
C -1.8204 -3.7901 -0.1793 0.018 -0.181 -0.024
C -3.1587 -4.1510 -0.0645 0.100 -0.163 0.004
Cl -3.5465 -5.8358 0.0863 0.010 0.091 -0.021
N -0.1468 -1.9721 -0.3627 -0.393 0.172 0.048
C 0.9828 -2.6673 -0.2637 0.355 -0.126 0.054
O 1.1509 -3.8767 -0.1692 -0.008 0.045 -0.021
C 2.1958 -1.7342 -0.2586 -0.196 -0.215 -0.025
C 3.4618 -2.2663 -0.1482 0.186 -0.033 0.031
C 4.5553 -1.4136 -0.0999 -0.070 -0.119 0.010
C 4.3373 -0.0507 -0.1889 -0.050 0.088 -0.033
C 3.0378 0.4085 -0.3195 0.069 0.103 -0.007
N 1.9844 -0.4061 -0.3430 -0.068 0.030 0.104
H -4.5763 -1.0812 -0.1720 0.001 -0.025 0.009
H -3.4562 3.5368 -0.0871 0.012 0.005 0.030
H -1.9560 5.5775 -0.0205 -0.010 -0.008 -0.002
H 0.5120 5.2158 -0.1956 0.005 -0.008 0.000
H 1.3624 2.9080 -0.4293 -0.007 -0.014 0.053
H -1.0492 -4.5450 -0.1828 -0.025 0.001 0.026
H 3.5455 -3.3432 -0.0947 0.009 0.012 0.023
H 5.5583 -1.8059 0.0048 -0.007 -0.010 -0.018
H 5.1506 0.6610 -0.1671 -0.003 0.009 0.006
H 2.8365 1.4654 -0.4143 -0.024 0.008 0.049
C -0.9838 0.6426 4.5800 0.033 0.020 0.008
C -1.0182 0.4217 3.2129 -0.008 0.021 0.024
N 0.0723 0.1444 2.4997 -0.030 0.003 0.251
C 1.2317 0.0897 3.1309 0.057 -0.095 -0.064
C 1.3878 0.3132 4.4960 0.156 -0.016 0.087
C 0.2404 0.5787 5.2295 -0.071 0.050 0.041
C 2.7037 0.1580 5.1462 -0.294 -0.043 -0.070
C 3.9003 0.5727 4.7317 0.201 0.218 -0.095
C 4.2439 1.5200 3.6502 -0.076 -0.191 0.159
C 5.5818 1.7287 3.3301 0.132 -0.044 -0.025
C 5.8717 2.6684 2.3606 -0.018 0.016 -0.047
N 4.9253 3.3829 1.7518 -0.051 -0.047 0.041
C 3.6818 3.1244 2.1487 0.022 -0.069 -0.024
N 3.2894 2.2294 3.0434 -0.075 0.143 -0.015
H -1.8956 0.8510 5.1224 0.005 0.001 0.003
H -1.9560 0.4508 2.6651 0.014 0.006 0.001
H 2.0974 -0.1764 2.5305 -0.006 0.031 -0.008
H 0.3073 0.7482 6.2979 -0.021 -0.036 0.000
H 2.6867 -0.4107 6.0713 0.009 -0.062 -0.036
H 4.7590 0.2439 5.3071 0.002 0.058 0.031
H 6.3655 1.1745 3.8288 0.010 0.012 -0.020
H 6.8946 2.8662 2.0594 0.006 -0.009 0.011
H 2.8963 3.7173 1.6906 -0.013 -0.010 -0.022